The following is a DFT calculation (wB97M-V/def2-TZVPD) of a single C9H8O4 molecule.

Geometry as ORCA input:
```
! wB97M-V def2-TZVPD RIJCOSX def2/J DEFGRID3
* xyz 0 1
O 3.8535 -1.4253 -0.5005
C 3.2739 -0.4000 -0.1601
O 3.8581 0.5174 0.6229
C 1.8470 0.0151 -0.1277
C 1.5142 1.3569 -0.3562
C 0.1415 1.7133 -0.4191
C -0.7960 0.7579 -0.2237
C -0.4951 -0.6375 -0.1396
C 0.9105 -0.8765 -0.0099
O -1.4142 -1.5110 -0.1569
C -2.8504 -1.2534 -0.0790
C -2.9932 0.2537 0.4226
O -2.1206 1.0542 -0.2761
H 4.7679 0.1228 0.9834
H 2.1918 2.2166 -0.4406
H -0.2295 2.7193 -0.5779
H 1.0841 -1.9681 0.0280
H -3.1455 -1.7447 0.8004
H -3.1037 -1.7824 -1.0806
H -3.8948 0.6580 0.3754
H -2.3995 0.2137 1.3151
*
```

gap between HOMO and LUMO: 8.8 eV
energy relative to the best compared isomer or geometry (same formula, charge and spin): 60.5 kcal/mol


The following is a DFT calculation (wB97M-V/def2-TZVPD) of a molecular structure, C17H31N4O6PRh.

Geometry as ORCA input:
```
! wB97M-V def2-TZVPD RIJCOSX def2/J DEFGRID3
* xyz 1 5
O 3.2954 -0.5774 -2.7993
H 3.9049 -0.0700 -3.4411
Rh -0.1734 0.2242 -0.9205
N 0.8076 1.8468 -1.8424
N 1.5218 0.7955 0.5007
N -1.5423 -1.1631 -1.6188
N -0.2146 -1.5513 0.5347
O 0.4383 2.4137 -2.9009
O -2.0313 -1.1315 -2.8043
O 0.6591 -1.8138 1.5071
O 1.8470 0.3067 1.6563
C 2.3772 1.6743 -0.0231
C 2.0038 2.2308 -1.2875
C -1.8005 -2.3272 -0.9340
C -1.1491 -2.4809 0.3233
C 2.9427 3.0894 -2.0638
H 3.6219 2.5274 -2.7288
H 3.5953 3.6668 -1.3977
H 2.3713 3.7694 -2.6963
C 3.5333 2.0288 0.8469
H 4.2825 1.2131 0.9645
H 3.1448 2.2493 1.8636
H 4.0145 2.9129 0.4240
C -2.6500 -3.4089 -1.5242
C -1.3766 -3.5891 1.3413
H -2.6125 -3.3762 -2.6097
H -3.6758 -3.2767 -1.1700
H -2.3121 -4.3964 -1.1834
H -0.8322 -3.3438 2.2730
H -1.0090 -4.5772 0.9828
H -2.4710 -3.6130 1.5173
H -0.0902 -0.5820 -3.2253
H 1.2517 -0.9841 1.5696
C 3.9839 -2.0221 -1.5552
H 4.9024 -1.7923 -0.9890
H 3.8823 -2.5836 -2.4787
H 3.1329 -2.3247 -0.8885
O 0.6374 -0.6664 -2.5384
H 2.4405 -0.1281 -3.1149
H 0.4437 -1.6149 -2.3096
C -3.0102 1.5296 -0.7089
P -1.4260 1.3879 0.1735
C -0.9047 3.0824 0.4247
C -1.8047 0.7183 1.8252
C -0.9982 1.0879 2.9087
C -1.3433 0.6638 4.1976
C -2.4210 -0.2141 4.3806
C -3.1337 -0.7118 3.2690
C -2.8054 -0.2537 1.9795
H -2.7331 1.7489 -1.7443
H -3.6495 2.3225 -0.3025
H -3.5408 0.5755 -0.7174
H -1.6997 3.6909 0.8751
H -0.0027 3.1154 1.0333
H -0.6331 3.4676 -0.5591
H -0.1324 1.7279 2.7517
H -0.7936 1.0673 5.0617
H -2.7256 -0.5176 5.3897
H -3.9878 -1.4045 3.3968
H -3.3502 -0.6386 1.1053
*
```

expectation value of S²: 6.1329
gap between HOMO and LUMO (spin up / spin down): 5.2 / 5.6 eV


The following is a DFT calculation (wB97M-V/def2-TZVPD) of 3 unconnected molecules or ions with the total composition C19H48FN3O6S2Si.

Geometry as ORCA input:
```
! wB97M-V def2-TZVPD RIJCOSX def2/J DEFGRID3
* xyz 0 1
C -4.2571 -1.5412 1.4951
C -4.1013 -1.1971 0.0251
O -3.6447 0.1529 -0.1415
C -3.0551 -2.0633 -0.6444
N -3.1892 -2.0790 -2.0886
C -2.1049 -2.7879 -2.7570
C -0.8723 -1.8958 -2.8047
O -0.1436 -2.1303 -4.0165
Si 1.3417 -1.4508 -4.1431
S 2.1462 -2.0320 -6.0213
S 2.6889 -2.2988 -2.7290
C 1.2682 0.4414 -4.0281
C 1.0002 1.0294 -2.6451
F 2.5001 0.9160 -4.4972
H -3.2979 -1.3865 1.9890
H -4.5676 -2.5739 1.6315
H -4.9858 -0.8848 1.9687
H -5.0608 -1.2894 -0.4909
H -4.1147 0.6876 0.4957
H -3.0822 -3.0764 -0.2169
H -2.0914 -1.6274 -0.3824
H -4.0816 -2.4770 -2.3419
H -1.8609 -3.7152 -2.2242
H -2.4119 -3.0352 -3.7679
H -1.2195 -0.8625 -2.7616
H -0.2302 -2.1055 -1.9459
H 1.9576 -0.8745 -6.6532
H 2.2614 -1.7442 -1.5890
H 0.5125 0.7934 -4.7327
H 0.1389 1.6938 -2.6552
H 0.8371 0.2798 -1.8750
H 1.8673 1.6141 -2.3496
C -4.8554 5.7181 2.0118
O -4.8419 5.4009 0.6365
C -4.4682 6.4709 -0.2213
C -3.1156 6.2362 -0.8539
N -2.0485 6.3012 0.1325
C -0.7292 5.9038 -0.3466
C -0.5412 4.4917 -0.8863
O -0.6441 3.4723 0.0866
C -1.9609 3.0378 0.3698
H -5.3419 4.8923 2.5282
H -3.8476 5.8405 2.4250
H -5.4230 6.6334 2.2036
H -4.4777 7.4179 0.3269
H -5.2178 6.5297 -1.0148
H -2.9467 7.0128 -1.6064
H -3.1593 5.2715 -1.3785
H -2.2969 5.7275 0.9273
H -0.0300 6.0344 0.4824
H -0.4258 6.6059 -1.1307
H 0.4777 4.4289 -1.2765
H -1.2171 4.2763 -1.7240
H -2.5938 3.0647 -0.5213
H -2.4281 3.6328 1.1618
H -1.8983 2.0055 0.7117
C 7.0455 -4.5683 1.9293
O 5.9416 -5.2416 2.4971
C 5.6302 -4.8698 3.8316
C 4.3268 -4.1080 3.9069
N 4.4407 -2.7945 3.2924
C 3.1867 -2.0672 3.1385
C 2.0861 -2.6820 2.2835
O 2.3789 -2.7300 0.9010
C 3.1407 -3.8450 0.4681
H 7.2909 -5.0797 1.0006
H 6.8254 -3.5193 1.7000
H 7.9159 -4.6044 2.5910
H 6.4458 -4.2836 4.2658
H 5.5278 -5.7911 4.4113
H 4.0591 -3.9798 4.9605
H 3.5529 -4.7358 3.4431
H 4.8829 -2.8861 2.3875
H 3.4260 -1.0905 2.7116
H 2.7742 -1.8842 4.1367
H 1.2070 -2.0395 2.3780
H 1.7931 -3.6784 2.6369
H 2.8994 -4.7511 1.0297
H 4.2156 -3.6532 0.5312
H 2.8909 -4.0037 -0.5783
*
```

gap between HOMO and LUMO: 9.2 eV